Here is 4 unconnected molecules or ions with the total composition C4H16O4 in a non-equilibrium geometry from the OMol25 dataset. Energies are from the ωB97M-V functional and the def2-TZVPD basis.

Properties
HOMO energy = -9.74 eV
M = 128.168 g/mol
spin multiplicity = 1
DFT total energy = -462.8113 Ha
HOMO-LUMO gap = 0.377 Ha
SMILES string = CO.CO.CO.CO
energy relative to the best compared isomer or geometry (same formula, charge and spin) = 94.54 kcal/mol

The geometry in XYZ format:
```
24
Properties=species:S:1:pos:R:3:forces:R:3:lowdin_charge:R:1
C 26.561597 -38.350119 4.163157 3.47 -1.26 0.69 -0.189
H 28.694942 -40.799164 1.787819 -0.02 -3.88 -0.55 0.023
H 23.158519 -37.554386 3.103280 -0.57 -1.45 1.02 0.034
C 23.483564 -36.658353 2.685568 1.09 2.14 -1.82 -0.102
O 29.607530 -39.272291 0.887978 1.22 0.93 -0.60 -0.132
H 28.761372 -36.419825 7.943775 0.50 -0.42 -1.84 0.110
H 29.173753 -35.410670 6.540300 0.64 -0.23 0.10 0.078
O 30.474862 -37.058628 6.864438 -4.66 -4.89 -4.11 -0.044
H 25.757338 -38.082668 4.758920 -1.98 0.46 0.73 0.044
H 22.546377 -35.965565 2.554703 2.05 -1.19 -0.03 0.112
C 29.189001 -36.474436 6.853500 -1.29 1.86 2.35 -0.161
H 30.570031 -39.062917 1.091219 -2.28 -0.65 0.27 0.114
H 24.340209 -35.118799 3.709869 0.06 -1.00 -0.28 0.098
H 26.225985 -36.729405 3.173748 -0.35 0.26 0.13 0.027
H 26.498467 -39.343822 3.732815 -0.65 -0.22 -0.07 0.059
H 24.035386 -36.976937 1.694350 -1.37 1.08 1.65 0.117
H 27.411776 -38.531261 4.963989 -1.01 0.82 -1.56 0.101
H 29.281130 -39.659459 2.927392 -0.30 -0.01 -0.56 0.095
H 30.916040 -36.459396 7.291111 4.66 4.96 3.79 -0.028
C 28.820120 -39.813091 1.925412 -0.07 2.97 2.06 -0.174
O 24.509936 -36.075879 3.579651 -1.34 0.55 -0.53 -0.177
O 26.874770 -37.433705 3.146658 0.51 -0.17 0.20 -0.121
H 27.743111 -39.464196 2.020835 1.55 0.59 -0.73 0.077
H 28.432672 -36.851993 6.193939 0.16 -1.27 -0.28 0.041
```
Forces are in eV/Å.

Here is a molecular structure, C55H50BGeKN8O3 in a non-equilibrium geometry from the OMol25 dataset. Energies are from the ωB97M-V functional and the def2-TZVPD basis.

Properties
total charge = -2
HOMO energy = -2.03 eV
M = 993.578 g/mol
spin multiplicity = 1
DFT total energy = -5491.4450 Ha
HOMO-LUMO gap = 0.208 Ha
energy relative to the best compared isomer or geometry (same formula, charge and spin) = 6.80 kcal/mol

The geometry in XYZ format:
```
119
Properties=species:S:1:pos:R:3:forces:R:3:lowdin_charge:R:1
H -3.275541 1.471043 -3.263963 0.07 0.02 0.01 0.093
C -2.408242 -2.312490 -1.542153 -0.12 -0.11 0.09 -0.097
C 1.376998 -0.729799 -5.803500 -0.03 0.08 0.02 -0.035
H -1.744571 -1.799028 -2.234422 -0.05 -0.03 0.06 0.079
C 6.192943 3.693743 -2.076832 -0.03 -0.08 0.01 -0.123
N 1.897185 3.255527 1.375085 -0.10 -0.29 -0.21 -0.012
H -1.170142 -1.107818 10.031660 0.00 0.00 0.00 0.085
H 0.959535 -2.553451 -7.938495 -0.16 0.03 0.02 0.088
C 3.049611 -2.582418 4.101856 -0.08 0.10 -0.05 -0.361
H -0.014783 0.971597 -0.509744 0.00 0.04 -0.13 0.096
C -0.078430 -2.319590 -7.670871 0.05 -0.01 -0.13 -0.085
H 3.716029 -4.401975 5.192570 -0.01 -0.01 0.01 0.072
C 3.617895 -3.860875 4.261149 0.04 0.05 -0.18 -0.120
C -0.346392 -2.580848 -6.187070 -0.01 0.14 0.14 -0.555
C -2.222663 1.582412 -3.013644 0.13 -0.09 0.01 -0.116
C 0.095141 -0.626985 8.362928 -0.07 -0.02 0.01 -0.069
H 0.644571 2.882694 -4.292369 -0.05 -0.05 0.06 0.099
C 5.017862 3.588080 -1.336251 0.03 0.01 0.00 -0.043
N -0.042254 2.919237 3.305494 -0.16 0.13 0.08 0.108
H 5.497305 -0.777374 -0.718432 0.07 -0.06 -0.01 0.126
H 0.860449 -4.388461 -6.096413 -0.09 0.01 0.01 0.090
O -0.799832 -0.355972 2.869331 -1.37 -0.28 0.39 -0.440
N -1.617174 -0.480264 1.871831 0.08 0.18 -0.04 -0.207
C 2.290501 -0.258912 -3.679402 0.29 0.08 0.41 -0.214
C 6.609187 1.346464 -1.705327 -0.04 0.02 0.03 -0.045
C -5.835392 3.367371 -0.279398 0.05 -0.13 -0.02 -0.104
C -1.121817 4.910909 2.550089 -0.09 0.04 0.02 -0.059
C -2.162519 4.701229 3.438596 0.10 -0.03 -0.06 -0.104
H -3.699760 3.188951 -0.163970 -0.09 -0.05 0.00 0.103
C -1.058374 2.726950 4.148026 0.36 -0.06 -0.15 -0.150
H -2.507745 -2.779937 -6.475524 0.15 0.09 0.08 0.082
H 1.389892 1.019021 6.231432 -0.05 0.03 -0.03 0.109
H 0.139555 -2.862819 -3.435913 0.06 0.09 -0.13 0.116
C -3.968191 -2.259147 0.283826 0.05 -0.05 -0.15 -0.120
H -0.815169 -4.652682 -6.628496 0.05 0.05 0.08 0.079
C -0.021121 2.381740 -3.594845 -0.08 -0.04 0.07 -0.093
N 2.013736 -0.615312 5.111168 -0.33 -0.03 0.27 -0.020
C -2.479370 -3.705821 -1.553832 -0.07 0.11 0.00 -0.099
C 1.539329 -0.053345 6.380369 0.05 -0.14 -0.13 -0.199
H 2.311320 -0.148557 7.150272 0.16 0.02 0.09 0.100
C -2.146073 3.580486 4.257541 0.03 0.11 -0.08 -0.088
C -1.751302 1.112385 -1.784573 0.22 0.14 -0.06 -0.261
H -0.280301 -1.276825 -7.940374 0.02 -0.17 0.02 0.077
C 3.390012 2.240821 0.060697 -0.03 0.11 -0.07 -0.355
C -0.759690 -1.157953 6.181937 -0.03 0.06 -0.12 -0.020
N 5.017335 0.045869 -0.394771 -0.06 0.40 0.03 0.094
C 2.504878 -1.796934 5.185096 0.10 -0.01 -0.35 -0.145
C 6.986782 2.566034 -2.251395 -0.08 -0.01 0.07 -0.127
C -7.044368 2.698501 -0.453878 0.11 -0.07 -0.01 -0.120
H -0.665653 -1.168484 5.094847 0.05 0.04 0.13 0.094
H -7.986736 0.800098 -0.798851 0.02 0.00 0.00 0.090
H -2.952380 3.365092 4.946116 0.02 -0.01 0.00 0.090
H 0.889094 -0.229808 8.992795 -0.06 -0.05 -0.08 0.101
C 4.022605 -4.268742 2.983529 -0.15 0.33 0.03 -0.157
Ge -2.894947 0.346540 -0.384612 0.16 -0.01 -0.01 0.976
C -1.922658 -1.646023 6.771276 0.02 0.01 0.03 -0.083
C -1.064990 -1.119232 8.952656 0.01 0.00 -0.18 -0.119
C -1.362628 2.201578 -3.918978 -0.01 -0.04 0.10 -0.107
C 0.611273 -1.774038 -5.286309 -0.10 -0.04 0.04 -0.163
H -1.882031 -4.277669 -2.256764 0.01 0.04 0.00 0.085
C 0.262230 -0.635667 6.977416 0.05 -0.07 -0.19 -0.207
H 7.907703 2.631533 -2.819673 0.01 0.00 -0.01 0.085
H -2.987248 -2.022088 8.608539 0.02 0.01 -0.03 0.085
C -3.300854 -4.373089 -0.653524 0.02 0.11 -0.04 -0.110
O 1.879805 -1.433638 -1.798996 -0.14 0.22 -0.46 0.211
H -1.007214 1.823416 4.754401 0.03 0.08 -0.13 0.101
H 3.445632 -0.941254 0.539491 -0.03 0.06 -0.04 0.100
C 5.419851 1.237026 -0.977587 -0.06 -0.07 0.04 -0.221
C 4.622529 2.380899 -0.780979 -0.05 -0.08 0.00 -0.086
H 6.485369 4.643700 -2.508902 0.00 -0.02 0.02 0.081
C 2.224631 0.049970 -5.007602 -0.02 0.08 -0.36 0.013
O 3.060044 0.313157 -2.699348 0.07 -0.16 -0.26 0.190
C -4.638643 2.658152 -0.310211 -0.17 -0.06 -0.05 -0.105
H 3.812609 -3.159474 1.047364 -0.04 0.00 0.18 0.074
H 1.500820 2.100655 -2.094192 -0.13 0.04 0.00 0.101
C -0.179731 -4.085779 -5.938362 0.05 -0.05 0.04 -0.058
C 0.988162 4.151887 1.478727 -0.22 -0.25 0.45 -0.144
H -4.672864 -4.162220 0.990559 0.04 0.04 -0.07 0.093
C -2.082163 -1.632772 8.154810 0.12 0.05 -0.09 -0.122
N 2.921354 1.060499 0.370885 0.07 -0.04 -0.24 0.039
H -4.519398 -1.701582 1.036818 0.07 -0.06 -0.05 0.102
C 3.563040 -0.124745 -0.181165 0.13 0.19 0.06 -0.227
C 1.554516 -1.300874 -3.141872 0.17 -0.19 0.53 -0.163
C -7.046844 1.324301 -0.663924 0.09 0.08 0.01 -0.110
H -2.710566 -2.035763 6.131507 0.10 0.04 0.09 0.102
H -1.691631 1.602544 1.644493 0.02 -0.13 0.02 0.050
H -1.957243 -1.117264 -6.148301 0.01 -0.11 0.04 0.087
H -7.979217 3.246501 -0.422811 0.01 -0.01 0.00 0.087
H 0.929099 4.980333 0.776608 -0.01 0.18 -0.05 0.095
C -0.394975 1.295624 -1.476695 -0.08 0.14 -0.15 -0.073
H 2.541179 -2.305401 6.155929 0.05 -0.11 0.17 0.118
H -1.744277 2.561379 -4.870148 0.02 -0.03 0.04 0.088
H 2.802269 0.866716 -5.428062 -0.05 -0.09 0.07 0.123
K 1.415204 0.166536 2.440672 1.03 0.39 0.08 0.697
N 2.810820 3.415360 0.413385 0.38 -0.29 -0.10 0.006
C 0.705200 -2.063842 -3.908510 -0.11 -0.08 -0.03 0.065
C -0.067603 3.991142 2.488760 0.01 -0.23 0.12 -0.280
C -4.051680 -3.645846 0.264707 0.05 0.07 -0.02 -0.099
H -0.460815 -4.367674 -4.920610 0.02 0.04 -0.07 0.070
C -5.844789 0.619799 -0.693943 -0.03 0.08 -0.07 -0.111
H 4.500707 -5.195631 2.705096 0.02 -0.04 -0.02 0.055
H 4.381949 4.448041 -1.161528 0.03 -0.06 -0.01 0.096
H -0.739333 -2.952982 -8.274007 0.07 0.08 0.06 0.080
B 2.813465 -0.419013 -1.531976 -0.25 -0.24 -0.34 -0.464
H -1.115023 5.768927 1.887003 -0.03 -0.02 0.01 0.095
H -5.859086 -0.454839 -0.858062 0.00 0.08 0.03 0.088
H -5.827455 4.439064 -0.109015 0.01 -0.05 -0.01 0.093
H -3.339424 -5.456941 -0.652559 0.00 0.04 -0.01 0.090
H 1.316107 -0.491065 -6.859015 0.03 -0.01 0.14 0.092
H -2.987357 5.398800 3.484936 -0.08 0.08 -0.01 0.090
C -1.802459 -2.170890 -5.892266 0.08 0.06 -0.08 -0.039
C -3.150696 -1.572035 -0.622325 -0.06 -0.20 0.07 -0.264
H 7.230888 0.465489 -1.840433 -0.03 0.05 -0.01 0.099
C -4.624481 1.272199 -0.518748 -0.11 0.20 0.12 -0.263
C 0.464051 1.935481 -2.369216 -0.17 0.04 0.08 -0.068
C 3.666261 -3.204197 2.126645 -0.04 -0.02 0.23 -0.239
N 3.080384 -2.189132 2.785890 0.12 -0.20 0.06 0.006
C -2.019795 0.619528 1.285685 -0.01 -0.13 0.05 -0.280
H -2.040800 -2.287757 -4.836585 -0.02 -0.04 0.10 0.072
```
Forces are in eV/Å.